This record from OMol25 describes 4 unconnected molecules or ions with the total composition C38H69BN3O15S. The level of theory is wB97M-V/def2-TZVPD.

```
127
Properties=species:S:1:pos:R:3:forces:R:3
C -0.228 1.102 -2.137 -0.7 -0.2 -0.1
C -0.334 1.959 -0.815 0.4 -0.4 0.2
C 1.071 2.488 -0.347 -0.3 -1.2 -1.1
O 1.117 2.700 1.085 -0.2 1.5 -0.4
C 1.825 3.913 1.301 1.1 -0.1 -0.7
C 2.174 4.267 2.787 2.9 -0.8 -2.2
C 3.226 3.195 3.301 -0.8 0.6 1.6
C 2.565 1.858 3.843 0.3 0.6 0.0
C 2.740 0.615 2.903 -0.3 -1.2 -0.6
C 4.199 0.461 2.335 0.0 0.6 2.0
O 5.091 0.779 3.075 -0.1 -0.3 -0.8
O 4.467 -0.071 1.061 -0.8 2.1 1.0
C 4.784 0.929 0.115 0.3 0.7 -1.4
C 5.654 2.191 0.388 0.4 -0.3 0.8
O 4.379 0.764 -0.999 -0.1 0.0 0.7
C 1.036 2.106 4.279 -0.3 0.2 -0.8
C 0.622 0.948 5.245 0.2 -1.0 0.4
C 0.129 -0.426 4.590 -0.7 -0.6 1.4
C -1.172 -0.946 5.353 0.1 0.6 -0.9
O -0.204 -0.371 3.199 0.9 -1.1 0.4
C 0.157 -1.672 2.668 -0.6 -0.9 -1.3
C -0.563 -2.020 1.335 -0.4 -0.3 -2.5
C -2.002 -2.156 1.164 0.8 -0.3 -1.6
C -2.572 -2.534 -0.137 1.7 -0.2 -0.5
C -1.731 -2.805 -1.313 1.3 0.8 2.5
C -0.282 -2.649 -1.150 -1.6 0.1 1.3
C 0.265 -2.271 0.139 -1.3 0.0 0.1
C 0.839 3.591 4.866 0.1 -2.9 2.3
N 1.827 3.771 5.966 -0.1 -0.7 -0.6
C -0.569 3.712 5.574 -0.7 -1.0 1.3
N -0.931 5.029 6.146 -0.4 0.0 -1.8
C -2.348 5.396 5.913 -0.2 1.2 1.2
N 1.074 4.599 3.729 -1.1 0.9 1.6
S 1.670 6.085 4.584 0.9 1.5 -0.1
B -0.217 4.988 2.981 -2.5 0.3 -2.0
C -0.600 6.508 2.568 0.7 0.0 1.0
O -1.133 4.015 2.543 1.3 1.3 1.9
H -0.713 1.619 -3.012 0.7 -0.4 0.8
H -0.803 0.152 -1.987 0.5 0.8 -0.2
H 0.815 0.804 -2.411 -0.8 0.4 0.3
H -1.075 2.783 -0.974 0.7 -0.5 0.3
H -0.732 1.303 0.009 0.4 0.6 -0.7
H 1.852 1.707 -0.590 -0.8 0.7 0.2
H 1.352 3.395 -0.948 -0.3 -0.5 0.8
H 1.443 4.784 0.680 -0.2 -0.8 1.0
H 2.843 3.724 0.826 -0.8 0.6 0.7
H 2.809 5.196 2.665 -0.9 -0.8 0.1
H 3.741 3.677 4.183 -0.4 -0.5 -0.9
H 4.007 3.081 2.517 -0.8 -0.1 0.5
H 3.128 1.606 4.789 -0.5 0.3 -1.0
H 2.625 -0.295 3.564 0.1 0.8 -0.8
H 1.960 0.509 2.111 0.6 0.4 0.6
H 5.036 3.091 0.152 0.5 -0.8 0.1
H 6.070 2.267 1.421 -0.5 -0.1 -0.8
H 6.540 2.181 -0.308 -1.1 -0.2 0.5
H 0.338 2.086 3.394 0.9 -0.2 0.5
H -0.165 1.162 6.006 0.6 0.4 -0.8
H 1.536 0.651 5.843 -0.9 0.4 -0.5
H 0.913 -1.219 4.776 -0.5 1.0 -0.4
H -1.477 -1.970 4.994 0.5 1.0 0.5
H -1.041 -0.938 6.462 -0.2 0.0 -0.9
H -1.997 -0.251 5.017 0.7 -0.6 0.7
H 1.260 -1.708 2.459 -0.9 0.0 0.3
H -0.098 -2.504 3.388 0.3 1.0 -0.5
H -2.704 -1.979 2.007 0.7 -0.1 -0.7
H -3.672 -2.666 -0.291 1.1 0.2 0.5
H -2.155 -3.123 -2.293 0.3 0.4 1.0
H 0.384 -2.842 -2.024 -0.5 0.2 1.0
H 1.373 -2.180 0.232 -1.0 0.0 -0.1
H 2.166 2.849 6.267 -0.1 0.5 -0.4
H 1.385 4.158 6.798 0.2 0.3 -0.4
H -0.482 3.068 6.500 0.2 0.1 -1.4
H -1.420 3.245 5.002 0.9 0.8 0.2
H -0.708 5.096 7.136 -0.2 -0.1 -0.4
H -3.023 4.913 6.678 0.4 0.2 -1.1
H -2.432 6.504 6.108 -0.1 -1.0 -0.3
H -2.695 5.231 4.866 0.4 -0.2 0.9
H 0.580 6.779 5.030 0.0 -1.0 -0.4
H -0.938 7.064 3.493 0.3 -0.4 -0.9
H -1.437 6.556 1.831 0.9 -0.1 0.4
H 0.328 7.048 2.226 -1.1 -0.4 0.1
H -1.989 4.485 2.582 0.3 -0.5 -0.7
C 10.271 -2.948 -2.724 -0.2 0.2 -0.1
C 9.739 -3.835 -1.615 0.4 -0.2 -0.4
O 8.789 -3.141 -0.793 -0.3 0.0 0.1
C 7.585 -2.946 -1.340 0.2 0.1 0.0
O 7.235 -3.303 -2.436 0.0 0.0 0.2
O 6.836 -2.263 -0.464 0.1 -0.2 -0.1
C 5.550 -1.894 -0.968 -0.4 0.0 0.1
H 10.689 -2.028 -2.310 0.1 -0.1 0.1
H 11.045 -3.466 -3.292 0.0 0.0 0.1
H 9.480 -2.656 -3.415 0.0 -0.1 0.0
H 10.561 -4.121 -0.959 -0.2 0.1 0.2
H 9.302 -4.756 -2.007 -0.2 0.2 0.0
H 5.002 -2.765 -1.330 0.2 0.0 -0.1
H 5.659 -1.156 -1.762 0.0 -0.2 -0.1
H 4.987 -1.445 -0.145 0.6 -0.7 -0.5
C -7.267 -6.932 -4.622 0.2 -0.2 0.1
C -6.713 -5.597 -5.077 -0.6 -0.3 -0.2
O -5.581 -5.199 -4.288 0.3 0.1 0.0
C -4.444 -5.857 -4.534 -0.3 0.0 0.1
O -4.289 -6.730 -5.348 0.1 0.2 0.1
O -3.505 -5.391 -3.698 -0.1 0.1 -0.1
C -2.261 -6.087 -3.784 0.4 -0.1 0.0
H -7.504 -6.905 -3.556 -0.1 0.1 -0.1
H -8.170 -7.184 -5.180 0.0 0.1 0.0
H -6.543 -7.735 -4.766 0.0 0.1 -0.1
H -7.472 -4.827 -4.936 0.3 0.1 0.1
H -6.455 -5.605 -6.138 0.2 -0.1 0.1
H -1.880 -6.095 -4.806 -0.2 -0.1 0.0
H -2.375 -7.105 -3.410 0.0 0.0 -0.2
H -1.543 -5.565 -3.153 -0.2 0.1 0.1
C -4.911 -0.741 -6.593 -0.2 0.3 0.1
C -5.378 -1.855 -7.508 0.5 0.2 0.0
O -6.774 -2.131 -7.334 -0.2 -0.1 -0.1
C -7.612 -1.228 -7.856 0.0 0.0 0.2
O -7.299 -0.230 -8.452 -0.1 -0.2 0.0
O -8.863 -1.615 -7.580 0.2 0.0 -0.1
C -9.859 -0.679 -7.992 -0.4 0.2 -0.1
H -5.152 -0.973 -5.553 0.1 -0.1 0.0
H -3.833 -0.595 -6.684 0.0 -0.1 0.0
H -5.403 0.203 -6.831 0.1 -0.1 -0.1
H -4.849 -2.775 -7.251 -0.3 -0.1 0.0
H -5.159 -1.638 -8.556 -0.2 0.1 0.1
H -9.766 -0.443 -9.052 0.1 0.1 0.1
H -9.790 0.228 -7.390 0.1 0.0 -0.1
H -10.833 -1.135 -7.823 0.2 -0.2 0.1
```
Forces are in eV/Å.

- HOMO energy (Ha) = -0.4012
- HOMO-LUMO gap (eV) = 8.0077
- net charge = +1
- energy (eV) = -87210.750